Formula: C13H41BrO16P5
Source: OMol25
Level of theory: ωB97M-V with the def2-TZVPD basis set

highest occupied orbital energy: -10.893 eV
M: 688.23 g mol⁻¹
F_max: 7.8 eV/Å
lowest unoccupied orbital energy: -4.95 eV
gap between HOMO and LUMO: 5.9 eV
charge: +1

Last column: Mulliken charge in e.
CARTESIAN COORDINATES (ANGSTROEM)
C 11.48556 0.72660 4.02977  -0.856
P 9.71851 1.12594 3.91372  0.394
Br 9.42236 3.13469 4.60978  0.029
H 11.81489 0.45012 3.02919  0.339
H 12.05048 1.58358 4.38485  0.363
H 11.58046 -0.11739 4.71038  0.343
H 8.97133 0.20765 4.65724  0.198
H 9.29478 0.97683 2.58918  0.167
C 2.44207 3.24848 0.66978  -0.735
O 3.79368 3.19303 1.18993  -0.317
P 4.72556 1.88237 0.76697  1.169
O 4.14010 0.95351 1.79076  -0.653
O 6.06159 2.66964 1.25725  -0.327
C 6.10451 3.19121 2.57948  -0.209
O 5.65621 0.76936 -0.01985  -0.468
C 6.43126 -0.09204 0.78832  -0.297
H 2.02037 4.20961 0.94838  0.256
H 2.43983 3.16746 -0.41469  0.332
H 1.84059 2.45006 1.10416  0.319
H 5.50335 2.59321 3.26751  0.375
H 5.76093 4.22471 2.59305  0.316
H 7.14730 3.16513 2.89842  -0.242
H 5.79804 -0.83389 1.27026  0.245
H 6.99351 0.46873 1.54153  -0.035
H 7.13215 -0.60082 0.12625  0.294
C 0.74355 -1.16902 1.11505  -0.764
O -0.47002 -0.39580 1.25040  -0.273
P -1.74014 -0.80486 0.28263  0.908
O -1.37758 -0.13267 -0.99399  -0.631
O -2.74683 0.06608 1.20006  -0.347
C -2.54295 1.47199 1.32344  -0.570
O -2.92826 -1.82538 -0.11821  -0.240
C -3.97065 -1.30840 -0.94773  -0.542
H 1.43516 -0.84492 1.88835  0.211
H 0.54389 -2.23129 1.24582  0.390
H 1.19185 -0.99294 0.13642  0.301
H -2.08529 1.88826 0.42410  0.245
H -1.91825 1.68717 2.19029  0.246
H -3.51759 1.93300 1.47217  0.244
H -3.61610 -1.18906 -1.96942  0.216
H -4.35032 -0.36276 -0.56470  0.263
H -4.77375 -2.04328 -0.93801  0.309
C -7.36908 -6.03655 -0.80765  -0.778
O -6.00129 -5.62049 -0.60067  -0.225
P -4.84453 -6.79410 -0.65574  0.986
O -4.94313 -7.39667 0.69510  -0.659
O -3.66995 -5.69875 -0.80328  -0.298
C -3.45587 -4.76812 0.25903  -0.361
O -4.04426 -7.88851 -1.53781  -0.400
C -2.87087 -8.43752 -0.94262  -0.528
H -7.98484 -5.14251 -0.85120  0.222
H -7.47337 -6.57859 -1.74611  0.333
H -7.70047 -6.66240 0.02128  0.335
H -3.72532 -5.19745 1.22533  0.412
H -4.02828 -3.86641 0.08180  0.099
H -2.39858 -4.51161 0.27011  0.141
H -3.13916 -9.13568 -0.15275  0.257
H -2.22192 -7.65602 -0.55083  0.240
H -2.34397 -8.97642 -1.72788  0.249
C -1.86668 1.97749 -3.17896  -0.481
O -2.04509 3.41579 -3.24615  -0.273
P -3.56112 3.98399 -2.96635  1.105
O -4.23144 3.76789 -4.27041  -0.716
O -3.01394 5.48946 -2.75039  -0.313
C -2.38033 6.15609 -3.84052  -0.674
O -4.76766 4.18893 -1.90901  -0.343
C -5.80581 5.08529 -2.30534  -0.574
H -0.80613 1.76401 -3.26880  0.229
H -2.21684 1.58946 -2.22779  0.112
H -2.40144 1.49501 -3.99809  0.351
H -2.77775 5.81850 -4.79788  0.347
H -1.30312 5.99098 -3.80699  0.223
H -2.57462 7.22167 -3.73122  0.246
H -6.43007 4.62572 -3.06819  0.272
H -5.39932 6.02749 -2.66789  0.265
H -6.40993 5.27608 -1.42044  0.233

***

Formula: C13H42IO12P
Source: OMol25
Level of theory: ωB97M-V with the def2-TZVPD basis set

highest occupied orbital energy: -9.728 eV
M: 548.35 g mol⁻¹
F_max: 4.5 eV/Å
lowest unoccupied orbital energy: 0.06 eV
SMILES: CC[C@H](C)O[P@@](=O)(OC[C@@H](C)I)OOC[C@H](C)C(C)C.O.O.O.O.O.O.O
gap between HOMO and LUMO: 9.8 eV

Last column: Mulliken charge in e.
CARTESIAN COORDINATES (ANGSTROEM)
C 1.51457 -2.57640 3.43798  -1.037
C 2.26198 -2.72933 2.04273  -0.537
C 1.81519 -1.46286 1.19389  0.419
C 1.93467 -1.86463 -0.32819  -0.918
O 2.70668 -0.39907 1.59705  -0.521
P 2.09208 1.10377 1.18864  0.845
O 2.63190 2.06478 2.23136  -0.795
O 2.64942 1.40603 -0.34610  0.189
C 2.79008 2.80882 -0.61028  -0.253
C 3.80439 2.95064 -1.83320  -0.420
C 4.52574 1.60749 -2.19570  -1.278
I 2.86141 3.70534 -3.64114  0.040
O 0.41134 1.14570 1.32759  -0.084
O -0.14911 2.11793 0.45679  -0.177
C -1.52014 1.70874 0.27735  -0.909
C -1.82768 0.97117 -1.08166  0.716
C -2.55913 -0.37372 -0.73604  -1.717
C -0.59947 0.83126 -2.04506  1.971
C -0.71551 -0.35850 -3.06886  -1.807
C -0.57632 2.15320 -2.92452  -1.498
H 1.93706 -3.22776 4.22824  0.374
H 0.43944 -2.79056 3.22136  0.187
H 1.58545 -1.49299 3.70131  0.275
H 1.98995 -3.68879 1.53220  0.376
H 3.36641 -2.61138 2.16661  0.341
H 0.74621 -1.30216 1.45097  0.233
H 2.36491 -2.88295 -0.45136  0.410
H 0.88628 -1.93312 -0.72030  0.078
H 2.45210 -1.10734 -0.95734  0.115
H 3.23795 3.38956 0.22096  0.369
H 1.83965 3.28041 -0.94465  0.151
H 4.60739 3.68187 -1.58217  0.518
H 5.27074 1.82538 -3.00298  0.448
H 5.10472 1.17985 -1.34715  0.293
H 3.80863 0.88128 -2.63301  0.311
H -1.73406 0.97500 1.09494  0.538
H -2.20804 2.56941 0.45773  0.101
H -2.57934 1.60723 -1.61952  0.461
H -1.92768 -0.99574 -0.06814  0.189
H -2.91065 -0.89765 -1.64620  0.473
H -3.46205 -0.10329 -0.13157  0.337
H 0.38248 0.71729 -1.53541  -0.842
H -1.38885 -0.11321 -3.92721  0.342
H -0.94559 -1.33831 -2.60202  0.444
H 0.30207 -0.46680 -3.52922  0.419
H 0.24250 2.14890 -3.67059  0.182
H -0.56560 3.03389 -2.24352  0.291
H -1.54881 2.14705 -3.48104  0.507
O 0.38961 -5.11515 0.58843  -0.618
H -0.36066 -5.26417 1.17336  0.299
H 0.88098 -5.94212 0.62370  0.301
O -3.52794 -2.43726 1.24930  -0.578
H -2.92403 -2.11552 1.92812  0.278
H -4.38303 -2.06535 1.50276  0.293
O -5.42609 -0.36130 2.14969  -0.595
H -5.79136 0.46761 1.82431  0.287
H -5.35921 -0.22971 3.10175  0.295
O 0.42979 4.39707 3.32810  -0.683
H 1.35258 4.32135 3.59010  0.337
H 0.36680 3.83178 2.55086  0.329
O 3.33745 2.75441 -7.03180  -0.628
H 2.99034 3.59015 -7.35745  0.326
H 3.41201 2.88541 -6.07647  0.210
O -7.67411 -2.33710 2.70681  -0.610
H -8.24994 -3.03525 2.38028  0.305
H -7.54586 -1.76067 1.94693  0.315
O -2.19787 -2.76029 4.04135  -0.597
H -2.07650 -2.83580 4.99289  0.263
H -2.98831 -3.28353 3.86342  0.320

***

Formula: C13H43NO17P5S
Source: OMol25
Level of theory: ωB97M-V with the def2-TZVPD basis set

highest occupied orbital energy: -11.750 eV
M: 672.41 g mol⁻¹
F_max: 4.3 eV/Å
lowest unoccupied orbital energy: -4.61 eV
gap between HOMO and LUMO: 7.1 eV
charge: +1

Last column: Mulliken charge in e.
CARTESIAN COORDINATES (ANGSTROEM)
N -3.09386 5.29756 0.64153  -0.430
C -3.78554 4.51328 1.65535  -0.148
S -5.30085 5.29894 2.36622  -0.057
P -6.81682 5.08789 0.83143  0.382
O -6.27415 5.63372 -0.46022  -0.481
H -3.57404 6.14638 0.38653  0.271
H -2.17940 5.53676 0.99345  0.253
H -3.10000 4.36625 2.49001  0.498
H -4.07264 3.55189 1.22210  0.040
H -5.06590 6.65365 2.40545  0.309
H -7.92996 5.80701 1.35558  0.193
H -7.15883 3.70895 0.70821  0.202
C -3.73871 -1.71910 0.15309  -0.610
O -2.95908 -0.81577 0.95529  -0.324
P -1.50375 -0.39906 0.42684  1.123
O -1.11902 -1.01052 -0.85625  -0.558
O -0.54826 -0.68785 1.65492  -0.358
C -0.34021 -2.05847 2.01907  -0.445
O -1.53260 1.19008 0.44709  -0.352
C -2.38055 1.83755 -0.49487  -0.705
H -3.31418 -2.72161 0.19018  0.285
H -4.74627 -1.74554 0.56338  0.245
H -3.78782 -1.38202 -0.88180  0.304
H -0.19955 -2.68559 1.13690  0.251
H -1.19064 -2.42198 2.59837  0.279
H 0.55308 -2.11393 2.63540  0.051
H -3.42908 1.72263 -0.19474  0.205
H -2.23994 1.42975 -1.49653  0.438
H -2.12784 2.89584 -0.50982  0.165
C -0.38693 4.06686 -6.78063  -0.649
O -0.74096 3.18848 -5.69915  -0.327
P -0.35334 3.62454 -4.20844  0.846
O 0.35232 4.91228 -4.10202  -0.689
O 0.40227 2.36317 -3.61669  -0.179
C 1.68761 2.05354 -4.16327  -0.709
O -1.72680 3.52804 -3.41292  -0.152
C -2.74142 4.47406 -3.74527  -0.725
H 0.69100 4.05772 -6.93911  0.291
H -0.88136 3.70451 -7.67919  0.250
H -0.71803 5.08552 -6.58289  0.310
H 2.28445 2.95638 -4.30278  0.378
H 1.57073 1.53604 -5.11733  0.278
H 2.20058 1.39707 -3.46483  0.203
H -3.18280 4.22845 -4.71299  0.300
H -2.33598 5.48727 -3.77134  0.365
H -3.51461 4.42218 -2.98134  0.182
C 3.62728 -2.58601 -5.00588  -0.497
O 3.36547 -3.46390 -3.90243  -0.288
P 3.80313 -2.99064 -2.43460  1.091
O 4.46355 -1.67426 -2.38538  -0.660
O 4.64988 -4.21097 -1.87642  -0.372
C 5.91211 -4.46173 -2.49445  -0.683
O 2.47886 -3.13369 -1.57549  -0.365
C 1.41218 -2.22444 -1.87318  -0.195
H 4.69621 -2.54727 -5.21562  0.292
H 3.10819 -2.98138 -5.87661  0.246
H 3.25856 -1.58106 -4.80224  0.190
H 6.45501 -3.53192 -2.67398  0.339
H 5.76640 -4.99289 -3.43702  0.260
H 6.49636 -5.08636 -1.82383  0.243
H 0.94249 -2.49480 -2.82144  0.307
H 1.78046 -1.19802 -1.92257  0.283
H 0.67546 -2.29309 -1.08793  -0.189
C 3.50929 -4.96318 7.16608  -0.620
O 2.49914 -4.54110 6.23525  -0.315
P 1.90056 -3.06333 6.38299  0.891
O 2.45331 -2.28094 7.50058  -0.666
O 0.32908 -3.28752 6.40387  -0.303
C -0.21545 -3.94090 7.55097  -0.718
O 2.08281 -2.43155 4.93802  -0.113
C 3.42000 -2.17021 4.50568  -0.756
H 3.07478 -5.11770 8.15348  0.285
H 3.92013 -5.90427 6.80718  0.246
H 4.31245 -4.23054 7.23144  0.306
H 0.23877 -3.56679 8.47012  0.351
H -0.06073 -5.01869 7.47420  0.277
H -1.28301 -3.73819 7.57815  0.236
H 3.92549 -3.10606 4.26026  0.311
H 3.98090 -1.63787 5.27557  0.353
H 3.37056 -1.55150 3.61323  0.237